Here is 19 unconnected molecules or ions with the total composition C36H74N12O42S2 in a non-equilibrium geometry from the OMol25 dataset. Energies are from wB97M-V/def2-TZVPD.

Structure (XYZ):
```
166
Properties=species:S:1:pos:R:3:forces:R:3
C -1.659 -5.495 -1.206 -1.02 -0.42 -0.87
N -1.487 -7.008 -1.203 -0.57 0.31 -1.27
O -0.320 -7.357 -1.160 -0.86 -0.68 0.36
O -2.489 -7.726 -1.412 2.14 1.21 0.75
H -1.557 -5.093 -0.198 0.11 -0.16 -0.40
H -2.639 -5.334 -1.655 -0.23 0.06 0.70
H -0.980 -5.069 -1.944 0.63 -0.25 0.53
C -3.765 0.631 6.396 0.01 -0.65 -0.39
N -3.951 -0.367 5.290 -1.68 0.04 -1.94
O -4.524 0.036 4.259 1.02 -0.02 1.50
O -3.668 -1.533 5.452 0.47 0.40 0.54
H -3.580 1.597 5.926 0.17 -0.16 0.22
H -2.976 0.222 7.028 -0.07 0.39 -0.03
H -4.721 0.633 6.918 0.12 0.07 0.05
C -2.352 -4.863 3.180 0.71 -0.72 0.39
N -2.871 -4.319 1.907 -0.71 1.27 -0.05
O -2.679 -3.098 1.677 -0.44 -2.82 0.12
O -3.519 -5.095 1.214 0.52 1.03 -0.01
H -2.616 -5.905 3.363 -0.92 0.23 -0.51
H -2.715 -4.222 3.984 0.55 0.07 -0.15
H -1.272 -4.966 3.073 0.03 0.98 0.27
C 1.609 -2.824 -5.489 0.44 -0.31 -0.32
N 0.653 -2.004 -4.780 -2.67 1.90 2.32
O 0.950 -1.125 -3.974 1.41 -0.76 -0.65
O -0.539 -2.197 -5.000 0.71 -0.72 -0.58
H 1.224 -3.839 -5.387 0.10 0.21 -0.46
H 2.618 -2.777 -5.080 -0.32 0.40 0.06
H 1.528 -2.397 -6.488 0.33 -0.59 -0.25
C 4.802 1.282 -1.631 -0.82 -1.05 0.49
N 5.599 2.279 -2.346 0.23 1.62 1.95
O 5.428 2.470 -3.504 -0.24 -0.40 -1.83
O 6.307 2.994 -1.641 0.29 -0.62 0.03
H 4.428 1.710 -0.701 0.17 0.17 -0.27
H 5.406 0.411 -1.377 0.23 0.15 -0.19
H 3.951 0.973 -2.238 0.24 0.12 -0.10
C 6.602 3.200 2.345 1.61 0.39 -1.30
N 6.691 4.669 2.590 -0.76 -0.26 1.30
O 5.582 5.119 2.816 -0.04 1.18 -0.05
O 7.745 5.266 2.693 -0.67 -0.62 -0.41
H 6.641 2.688 3.307 -0.30 0.24 -0.20
H 7.503 3.022 1.758 -0.05 -0.63 0.10
H 5.722 3.034 1.725 0.07 -0.20 0.49
C -5.273 1.058 -0.135 0.83 0.99 0.57
N -5.360 0.421 -1.445 0.85 -0.61 -0.01
O -4.576 -0.533 -1.623 -1.53 1.08 -0.17
O -6.125 0.922 -2.236 0.36 -0.87 -0.27
H -4.217 1.034 0.134 -0.30 -0.40 0.36
H -5.940 0.593 0.590 0.08 -0.10 -0.25
H -5.475 2.115 -0.308 -0.48 -0.21 0.13
C 2.719 4.751 0.905 0.25 -0.34 0.05
N 2.796 4.959 -0.578 -1.96 0.80 -2.18
O 1.834 5.477 -1.192 0.76 -0.61 2.00
O 3.767 4.615 -1.202 0.82 -0.51 0.90
H 3.719 4.471 1.234 -0.09 0.47 0.02
H 2.081 3.899 1.140 -0.18 0.03 -0.55
H 2.304 5.639 1.380 0.28 0.00 -0.25
C -3.867 -0.877 -4.458 0.48 1.24 0.37
N -4.022 0.493 -5.064 0.66 -1.47 -1.75
O -3.050 1.139 -5.400 0.32 0.02 0.83
O -5.139 0.740 -5.398 -1.89 1.14 -0.14
H -3.310 -0.614 -3.559 0.05 -0.94 0.01
H -3.305 -1.477 -5.174 0.05 0.09 0.22
H -4.888 -1.213 -4.277 0.44 -0.11 0.14
C 7.337 -0.253 3.111 0.80 0.14 0.45
N 5.941 -0.727 2.904 -0.75 0.74 0.98
O 5.555 -1.660 3.561 0.12 -0.62 -0.01
O 5.211 -0.052 2.189 0.76 -0.19 -0.19
H 7.867 -0.396 2.169 -0.06 0.60 0.11
H 7.893 -0.732 3.918 -0.61 -1.07 -0.28
H 7.306 0.743 3.551 -0.29 0.30 -1.05
C -3.314 5.019 -1.529 -0.03 -0.30 -0.48
N -3.112 3.571 -1.714 -1.23 -0.79 0.92
O -3.104 3.113 -2.825 0.37 -0.22 0.06
O -3.041 2.934 -0.656 0.43 0.01 -0.93
H -3.890 5.120 -0.608 0.61 0.30 0.00
H -3.892 5.383 -2.378 0.41 0.09 0.00
H -2.267 5.320 -1.526 -0.32 0.97 0.32
C -5.878 -3.217 -0.389 -0.65 -0.28 0.09
N -7.163 -2.482 -0.667 0.46 0.90 -0.06
O -7.786 -2.845 -1.641 -0.09 0.28 0.38
O -7.483 -1.560 0.090 0.25 -0.83 -0.72
H -6.139 -4.220 -0.726 0.40 -0.13 0.55
H -5.680 -3.071 0.672 0.13 -0.36 -0.25
H -5.050 -2.865 -1.005 -0.37 0.42 0.03
O 2.035 1.749 -0.319 -1.57 -1.28 0.24
C 1.061 0.994 -0.368 2.54 2.13 0.73
O 0.907 0.131 -1.349 0.41 0.23 -0.56
C -0.446 -0.225 -1.352 -1.98 -2.58 -1.86
C -0.972 -0.211 0.035 0.49 0.38 1.50
C -0.090 0.904 0.574 -0.87 0.95 0.85
H -0.517 -1.216 -1.800 0.12 0.01 -0.10
H -1.073 0.401 -1.988 0.42 0.55 -0.17
H -0.783 -1.122 0.602 -0.17 -0.25 -0.26
H -2.025 0.067 0.099 0.07 -0.28 -0.12
H 0.210 0.862 1.621 0.14 -0.18 -0.26
H -0.666 1.827 0.505 0.20 0.39 -0.09
O 1.182 1.033 -6.557 0.42 0.00 -0.53
C 1.166 1.767 -5.621 -0.31 -0.19 1.01
O 2.267 2.514 -5.209 -1.20 -1.57 -1.24
C 2.020 3.053 -3.925 1.05 0.73 0.23
C 0.537 3.192 -3.853 -1.55 -0.02 0.25
C -0.022 1.969 -4.651 1.37 2.31 0.49
H 2.579 3.988 -3.955 -0.25 0.14 0.54
H 2.480 2.414 -3.171 -0.22 -0.15 0.15
H 0.247 4.129 -4.328 0.03 -0.04 -0.39
H 0.039 3.268 -2.886 0.59 -0.19 0.43
H -0.937 2.338 -5.115 0.10 -0.88 -0.34
H -0.174 1.133 -3.968 0.00 -0.21 -0.53
O -0.016 -3.099 3.529 2.82 4.56 1.59
C 0.434 -1.975 3.956 -2.64 -4.47 -1.08
O 1.698 -1.719 4.339 -0.06 -2.28 -0.56
C 1.845 -0.445 4.945 -0.95 0.63 -1.22
C 0.689 0.277 4.254 0.03 1.18 0.73
C -0.421 -0.778 4.235 0.75 1.43 0.67
H 2.792 -0.018 4.617 0.00 -0.39 0.41
H 1.727 -0.529 6.025 0.20 0.03 0.02
H 1.043 0.534 3.256 -0.14 0.10 0.06
H 0.455 1.186 4.809 -0.24 0.14 -0.25
H -1.328 -0.537 3.680 0.43 -0.55 -0.65
H -0.771 -0.825 5.267 -0.03 -0.49 0.28
O 0.331 -5.085 -8.257 -2.87 -1.13 2.92
C -0.309 -5.510 -7.264 3.56 1.35 -1.89
O -1.202 -4.783 -6.551 -0.98 -0.75 0.33
C -1.552 -5.513 -5.292 1.64 0.48 0.19
C -0.278 -6.372 -5.124 -0.69 0.76 2.48
C 0.060 -6.755 -6.474 -0.70 -1.73 -1.90
H -2.518 -6.018 -5.269 0.16 -0.49 -1.11
H -1.682 -4.841 -4.444 0.48 0.76 -0.46
H -0.386 -7.136 -4.354 -0.11 -0.32 -0.30
H 0.586 -5.786 -4.809 -0.38 0.60 0.65
H -0.622 -7.548 -6.781 -0.14 -0.23 -0.37
H 1.060 -7.179 -6.573 0.03 0.61 -0.47
O 1.506 -3.992 -2.554 -0.43 -0.11 -0.26
C 1.947 -3.460 -1.572 2.17 0.22 -2.47
O 1.315 -3.421 -0.447 -2.79 -0.37 1.28
C 1.982 -2.745 0.579 2.09 0.20 -0.10
C 3.437 -2.782 0.074 0.19 0.45 0.87
C 3.353 -2.819 -1.437 -0.80 0.00 0.62
H 1.904 -3.283 1.523 -0.48 0.20 -0.13
H 1.711 -1.692 0.659 -0.71 -0.13 0.04
H 3.864 -3.711 0.453 0.53 0.36 0.17
H 3.867 -1.846 0.429 0.82 -0.50 0.26
H 4.137 -3.390 -1.935 -0.29 -0.16 0.05
H 3.412 -1.796 -1.809 -0.50 -0.06 -0.39
C 2.005 4.191 6.264 1.18 -0.37 0.19
C 3.321 4.883 5.907 -0.58 0.43 -1.71
O 4.342 3.875 5.952 0.94 -1.02 -1.00
S 3.736 2.393 5.458 -0.99 1.09 1.00
O 4.422 1.228 6.049 -1.50 3.41 -1.15
O 3.427 2.376 4.027 0.63 0.23 2.56
O 2.387 2.785 6.361 -0.30 -1.23 -0.50
H 1.211 4.312 5.528 0.15 -0.04 0.08
H 1.764 4.658 7.219 -0.69 -1.16 0.29
H 3.524 5.772 6.504 0.63 -0.74 0.66
H 3.177 5.332 4.925 0.67 -0.45 -0.51
C -5.014 3.633 2.420 0.39 -1.11 0.12
C -4.699 5.124 2.437 -1.72 0.05 -0.71
O -3.312 5.241 2.362 1.99 0.63 0.92
S -2.549 3.924 2.937 -0.32 0.09 -0.05
O -2.616 3.857 4.404 -0.15 0.01 -2.76
O -1.245 3.801 2.290 -2.94 0.02 1.03
O -3.736 3.027 2.225 2.28 -0.94 1.21
H -5.561 3.236 1.564 -0.29 0.58 0.08
H -5.479 3.255 3.331 0.10 0.10 0.09
H -5.166 5.626 3.285 0.44 0.05 0.14
H -5.122 5.539 1.522 0.24 0.41 0.07
```
Positions in Å, forces in eV/Å.

M in Da: 1411.164
HOMO-LUMO gap in eV: 8.6
DFT total energy in eV: -164040.0197
HOMO energy in eV: -9.29